Record 1
# C22H20ClN5O

An isolated molecule of C22H20ClN5O (wB97M-V/def2-TZVPD, OMol25).

Positions of all 49 atoms, in Å:
C: 1.625 0.400 3.159
C: 1.425 1.061 1.792
C: 2.576 2.041 1.446
O: 3.794 1.384 1.158
C: 3.673 0.475 0.030
C: 4.980 -0.111 -0.352
C: 6.030 -0.225 0.610
C: 7.248 -0.737 0.193
C: 7.374 -1.210 -1.114
C: 6.296 -1.083 -1.983
N: 5.148 -0.527 -1.626
C: 2.616 -0.599 0.237
N: 1.374 -0.018 0.777
C: 0.113 -0.445 0.257
C: -0.022 -1.654 -0.498
C: -1.252 -1.948 -1.098
C: -2.308 -1.057 -0.892
N: -3.622 -1.102 -1.355
C: -4.189 -0.020 -0.855
C: -5.636 0.229 -1.049
C: -6.515 -0.727 -1.631
C: -7.887 -0.555 -1.546
C: -8.430 0.587 -0.957
C: -7.594 1.568 -0.440
Cl: -8.314 3.028 0.251
C: -6.207 1.412 -0.481
N: -3.273 0.700 -0.118
C: -2.082 0.028 -0.124
N: -0.923 0.377 0.444
H: 1.700 1.150 3.950
H: 0.772 -0.220 3.382
H: 2.493 -0.243 3.211
H: 0.513 1.639 1.815
H: 2.307 2.633 0.528
H: 2.745 2.794 2.219
H: 3.299 1.075 -0.780
H: 5.904 0.123 1.622
H: 8.094 -0.803 0.870
H: 8.275 -1.754 -1.433
H: 6.317 -1.419 -3.025
H: 2.930 -1.349 0.941
H: 2.499 -1.070 -0.737
H: 0.821 -2.352 -0.665
H: -1.403 -2.815 -1.743
H: -6.153 -1.687 -2.013
H: -8.561 -1.311 -1.911
H: -9.476 0.675 -0.921
H: -5.593 2.174 -0.028
H: -3.500 1.487 0.484

Force components x, y, z for each atom (eV/Å):
C -0.15 0.52 0.17
C 1.62 -0.55 0.04
C -0.69 0.12 -1.43
O 0.46 -1.10 -0.02
C -0.92 0.95 0.78
C 2.27 -0.50 0.42
C -0.62 0.24 -1.10
C -0.10 -0.34 -0.40
C 0.27 -0.47 -0.12
C 0.13 -0.05 0.07
N -0.97 0.57 1.04
C -0.53 0.54 0.97
N -1.85 -0.05 -1.47
C 0.82 0.69 0.10
C -0.25 -0.55 -0.60
C 0.79 0.19 0.21
C -0.50 -2.05 -1.45
N 0.08 0.50 0.28
C 0.50 -1.68 -0.90
C -0.98 1.11 0.81
C 0.73 -0.17 0.67
C 0.37 0.81 0.25
C 1.14 -0.20 -0.15
C 0.14 -0.02 -0.26
Cl 0.41 -0.61 -0.23
C -0.23 -1.12 -0.41
N -1.17 1.51 0.88
C 0.95 0.99 0.90
N -0.10 0.09 0.20
H 0.06 0.01 0.00
H -0.42 -0.23 0.06
H 0.37 0.00 -0.17
H -0.32 -0.14 -0.35
H -0.13 -0.46 0.55
H 0.12 -0.42 0.20
H -0.07 0.41 -0.77
H -0.20 0.10 0.04
H -0.18 -0.02 0.00
H -0.37 0.54 0.10
H 0.28 0.01 0.39
H 0.68 -0.55 0.29
H -0.40 0.05 0.06
H -0.64 0.67 0.29
H 0.19 0.13 0.31
H 0.25 0.60 0.08
H -0.02 -0.16 -0.16
H -1.19 0.33 0.17
H 0.14 0.09 -0.01
H 0.24 -0.30 -0.32

Electronic energy = -45159.3951 eV
HOMO energy = -7.57 eV
Structure (SMILES) = C[C@H]1CO[C@@H](c2ccccn2)CN1c1ccc2nc(-c3cccc(Cl)c3)[nH]c2n1
Energy relative to the best compared isomer or geometry (same formula, charge and spin) = 0.0 kJ/mol

=====

Record 2
# C22H20F

The ion C22H20F with charge +1 (wB97M-V/def2-TZVPD, OMol25).

Positions of all 43 atoms, in Å:
C: -1.386 -0.558 2.174
C: -0.413 -0.436 0.966
C: 0.744 0.292 1.572
C: 1.974 -0.249 1.932
C: 2.990 0.657 2.380
C: 4.245 0.201 2.744
C: 4.547 -1.168 2.686
C: 3.564 -2.076 2.270
C: 2.304 -1.648 1.883
H: -1.862 -1.543 2.219
H: -0.864 -0.405 3.132
H: -2.159 0.222 2.097
H: -0.083 -1.432 0.623
H: 0.493 1.275 1.984
H: 2.741 1.723 2.410
H: 5.000 0.911 3.080
H: 5.544 -1.519 2.965
H: 3.796 -3.138 2.257
H: 1.540 -2.356 1.547
F: 0.527 1.141 -4.766
C: 0.770 1.301 -3.421
C: 1.604 2.336 -3.035
C: 1.651 2.634 -1.667
C: 0.817 1.961 -0.769
C: -0.013 0.912 -1.179
C: -1.024 0.322 -0.154
C: -2.232 -0.364 -0.835
C: -2.878 -1.506 -0.335
C: -4.157 -1.847 -0.799
C: -4.740 -1.146 -1.857
C: -4.016 -0.120 -2.481
C: -2.808 0.297 -1.927
C: 0.054 0.507 -2.523
H: 2.146 2.924 -3.764
H: 2.308 3.412 -1.303
H: 0.833 2.242 0.282
H: -1.478 1.228 0.296
H: -2.422 -2.127 0.443
H: -4.702 -2.660 -0.317
H: -5.743 -1.393 -2.199
H: -4.404 0.382 -3.359
H: -2.311 1.169 -2.351
H: -0.496 -0.357 -2.902

Force components x, y, z for each atom (eV/Å):
C -0.13 0.18 0.59
C 1.16 -0.93 0.92
C -0.76 -0.86 0.46
C 0.99 -0.14 0.10
C -0.16 -0.12 0.22
C 0.04 0.27 -0.03
C -0.43 0.40 -0.09
C -0.34 -0.30 -0.09
C -0.07 0.41 -0.27
H 0.20 0.34 0.02
H -0.18 -0.13 -0.18
H 0.20 -0.35 0.05
H -0.14 0.35 0.10
H 0.29 -0.03 -0.42
H 0.21 -0.37 0.06
H -0.20 -0.21 -0.13
H -0.39 0.09 -0.08
H -0.07 0.20 -0.04
H 0.43 0.17 0.20
F 0.55 -0.28 1.26
C -0.50 0.05 -0.72
C -0.28 -0.02 0.70
C -0.19 -0.45 -0.20
C 0.26 -0.10 -0.19
C 0.26 -0.47 -0.21
C -0.89 1.17 -1.93
C -0.02 -0.10 0.19
C -0.07 0.25 -0.08
C 0.14 0.09 -0.17
C 0.42 0.05 0.01
C 0.01 -0.23 0.62
C -0.31 0.01 -0.04
C 0.04 0.25 0.06
H -0.03 -0.10 -0.01
H -0.04 0.08 -0.06
H -0.12 0.34 -0.35
H 0.21 -0.23 -0.08
H -0.28 0.34 -0.35
H 0.20 0.17 -0.22
H 0.25 -0.05 0.02
H -0.06 0.01 0.14
H -0.21 -0.21 0.11
H 0.01 0.47 0.11

Electronic energy = -25847.8543 eV
HOMO energy = -11.66 eV
Energy relative to the best compared isomer or geometry (same formula, charge and spin) = 50.9 kJ/mol
Total charge = +1

=====

Record 3
# C22H20F5N4O2PdS2

A structure of composition C22H20F5N4O2PdS2 (wB97M-V/def2-TZVPD, OMol25).

Positions of all 56 atoms, in Å:
Pd: -0.006 -0.549 -0.796
O: 0.674 2.141 5.755
C: 0.534 0.779 5.538
C: 0.346 0.477 4.081
C: 0.166 -0.843 3.661
C: 0.016 -1.096 2.310
N: 0.058 -0.132 1.394
C: 0.225 1.150 1.767
C: 0.354 1.481 3.114
C: 0.309 2.156 0.690
C: 0.312 3.526 0.933
C: 0.430 4.421 -0.127
C: 0.427 5.902 0.112
O: -0.058 6.200 1.375
C: 0.562 3.909 -1.416
C: 0.539 2.533 -1.586
N: 0.427 1.696 -0.566
H: 0.781 2.337 6.696
H: -0.319 0.359 6.103
H: 1.416 0.219 5.903
H: 0.152 -1.647 4.379
H: -0.144 -2.105 1.941
H: 0.488 2.504 3.433
H: 0.229 3.919 1.931
H: -0.146 6.412 -0.682
H: 1.473 6.254 -0.004
H: -0.184 7.155 1.494
H: 0.690 4.560 -2.266
H: 0.636 2.093 -2.576
C: 2.598 -3.655 -0.495
N: 2.694 -3.506 -1.917
C: 3.136 -4.607 -2.769
C: 3.263 -3.960 -4.156
N: 2.662 -2.658 -3.938
C: 2.427 -2.436 -2.649
S: 1.975 -0.863 -2.102
H: 1.897 -4.456 -0.244
H: 2.270 -2.720 -0.027
H: 3.573 -3.941 -0.090
H: 2.389 -5.408 -2.746
H: 4.080 -5.020 -2.404
H: 2.725 -4.503 -4.936
H: 4.307 -3.848 -4.473
H: 2.600 -1.961 -4.662
F: -6.944 -0.052 -0.756
C: -5.747 -0.515 -1.001
C: -4.618 0.274 -0.705
F: -4.753 1.485 -0.198
C: -3.356 -0.237 -0.942
F: -2.256 0.518 -0.642
C: -3.141 -1.513 -1.481
S: -1.564 -2.151 -1.762
C: -4.288 -2.276 -1.794
F: -4.117 -3.479 -2.303
C: -5.575 -1.793 -1.556
F: -6.620 -2.530 -1.847

Force components x, y, z for each atom (eV/Å):
Pd -0.11 0.89 0.06
O 0.01 0.61 -0.16
C 0.03 -0.73 0.68
C -0.02 0.01 -0.03
C 0.03 0.30 -0.28
C 0.00 -0.54 0.52
N -0.23 -0.01 -1.18
C 0.10 0.21 0.55
C 0.00 -0.17 -0.24
C 0.17 0.50 0.32
C -0.02 -0.36 -0.19
C -0.14 0.08 -0.05
C 0.55 0.66 -0.75
O -0.35 -0.03 0.71
C 0.00 -0.39 0.35
C 0.25 0.46 -0.72
N -0.14 -1.86 0.02
H -0.03 -0.12 -0.24
H 0.07 0.06 -0.27
H -0.14 0.06 -0.26
H -0.04 -0.16 -0.01
H 0.05 0.10 0.11
H 0.03 0.01 -0.01
H -0.11 0.03 0.13
H 0.06 -0.30 0.10
H -0.20 -0.16 -0.05
H 0.13 -0.34 -0.13
H -0.06 0.02 -0.15
H -0.02 0.06 0.14
C -0.01 -0.06 0.82
N -0.22 0.82 -0.48
C 0.05 -0.73 -0.18
C 0.52 -0.51 -0.38
N -0.20 0.44 0.22
C -0.10 -0.94 -0.19
S -0.69 1.01 0.46
H -0.02 0.07 -0.06
H 0.15 -0.22 -0.18
H -0.09 0.12 -0.03
H 0.08 0.10 0.01
H -0.09 0.11 0.00
H 0.07 0.03 0.14
H -0.21 -0.02 0.08
H -0.10 0.15 0.10
F 1.11 -0.44 -0.27
C -0.79 0.12 0.09
C 1.25 0.65 0.29
F -0.12 -0.55 -0.22
C 0.16 1.74 0.87
F -1.53 -0.59 -0.25
C 2.20 -0.53 -0.34
S -0.44 1.07 0.96
C -1.26 -0.83 -0.45
F -0.24 0.60 0.23
C 0.37 -0.79 -0.35
F 0.27 0.25 0.13

Electronic energy = -71901.9039 eV
HOMO energy (alpha / beta) = -17.01 / -17.02 eV
Total charge = +3

=====

Record 4
# C22H20F5N5O4RuSSe2

A structure of composition C22H20F5N5O4RuSSe2 (wB97M-V/def2-TZVPD, OMol25).

Positions of all 60 atoms, in Å:
Ru: -0.818 0.801 0.075
C: 0.577 -1.834 4.812
C: 1.244 -0.470 4.692
N: 1.846 -0.235 3.393
C: 1.111 0.057 2.276
S: -0.499 0.649 2.447
N: 1.758 -0.166 1.145
N: 1.004 0.082 0.032
C: 1.558 -0.110 -1.133
C: 2.958 -0.594 -1.328
C: 0.652 0.059 -2.263
C: 1.015 -0.230 -3.576
C: 0.067 -0.146 -4.579
C: -1.231 0.217 -4.254
C: -1.528 0.509 -2.935
N: -0.610 0.454 -1.967
H: 0.141 -1.966 5.804
H: 1.298 -2.638 4.646
H: -0.220 -1.924 4.073
H: 2.029 -0.357 5.444
H: 0.514 0.319 4.866
H: 2.670 -0.775 3.172
H: 3.426 -0.744 -0.361
H: 3.549 0.126 -1.900
H: 2.969 -1.543 -1.872
H: 2.029 -0.533 -3.795
H: 0.336 -0.377 -5.602
H: -2.013 0.263 -4.999
H: -2.531 0.771 -2.616
C: 0.106 7.058 -0.098
C: 0.042 5.557 -0.100
C: -0.527 4.848 -1.145
C: -0.605 3.469 -1.086
N: -0.146 2.749 -0.051
C: 0.416 3.435 0.959
C: 0.529 4.810 0.965
H: -0.109 7.463 -1.086
H: 1.090 7.410 0.214
H: -0.626 7.468 0.600
H: -0.932 5.357 -2.010
H: -1.070 2.911 -1.884
H: 0.768 2.837 1.787
H: 0.989 5.291 1.819
O: -2.144 -0.863 0.267
Se: -3.563 0.053 0.013
O: -4.598 -0.059 1.235
O: -2.808 1.556 -0.075
O: -4.183 -0.342 -1.435
F: 1.199 -6.898 0.964
C: 0.381 -6.007 0.396
C: 0.883 -4.814 -0.089
F: 2.194 -4.560 0.007
C: 0.027 -3.905 -0.684
F: 0.564 -2.785 -1.162
C: -1.339 -4.135 -0.805
Se: -2.510 -2.849 -1.562
C: -1.808 -5.347 -0.303
F: -3.103 -5.659 -0.378
C: -0.969 -6.277 0.282
F: -1.450 -7.438 0.747

Force components x, y, z for each atom (eV/Å):
Ru -0.23 -0.06 0.16
C -0.01 0.00 -0.01
C 0.00 0.02 0.01
N 0.01 0.02 0.00
C -0.07 -0.16 -0.03
S 0.01 0.12 -0.10
N -0.03 0.02 0.00
N 0.29 0.01 0.09
C -0.05 -0.05 -0.04
C 0.01 0.00 -0.03
C 0.05 -0.04 0.01
C 0.04 -0.02 -0.04
C 0.01 0.00 -0.01
C 0.00 -0.01 0.01
C 0.00 0.05 0.06
N 0.01 0.08 0.08
H 0.00 0.00 0.00
H 0.00 0.00 0.00
H 0.00 0.00 0.00
H 0.01 -0.01 -0.01
H 0.00 0.01 0.00
H 0.01 0.02 0.02
H 0.01 0.01 0.01
H -0.01 0.00 -0.01
H -0.01 0.00 0.02
H -0.01 0.00 0.00
H 0.00 0.00 0.00
H 0.00 0.00 0.00
H 0.00 0.00 0.01
C 0.00 0.00 0.00
C 0.02 0.05 0.03
C -0.04 -0.04 -0.08
C 0.08 -0.02 0.06
N -0.17 0.45 -0.02
C 0.20 -0.22 -0.13
C 0.05 0.00 0.05
H 0.00 0.00 0.00
H 0.00 0.00 0.00
H 0.00 0.00 0.00
H 0.01 0.01 0.01
H -0.03 -0.03 0.02
H -0.02 0.01 0.01
H 0.00 0.01 -0.01
O -0.11 -0.23 -0.11
Se 0.05 0.04 -0.02
O 0.08 -0.02 -0.03
O -0.20 -0.13 -0.02
O 0.03 0.04 0.06
F 0.00 0.00 0.00
C 0.02 -0.03 0.02
C 0.03 0.05 -0.03
F 0.00 0.00 0.00
C 0.01 0.00 -0.03
F 0.05 0.01 0.00
C -0.07 0.05 0.06
Se 0.02 -0.01 -0.06
C -0.04 0.01 0.04
F 0.02 0.00 0.00
C -0.03 -0.02 0.01
F 0.00 0.01 0.00

Electronic energy = -196476.2758 eV
HOMO energy (alpha / beta) = -4.30 / -4.30 eV
Energy relative to the best compared isomer or geometry (same formula, charge and spin) = 53.0 kJ/mol
Spin multiplicity = 2
Total charge = -1

=====

Record 5
# C22H20N4O2S2

An isolated molecule of C22H20N4O2S2 (wB97M-V/def2-TZVPD, OMol25).

Positions of all 50 atoms, in Å:
C: -0.997 -3.340 3.249
C: -0.371 -2.291 2.374
S: 0.599 -1.010 2.920
C: 0.726 -0.236 1.256
N: 1.321 1.044 0.904
C: 1.414 1.425 -0.358
S: 1.766 3.212 -0.700
C: 0.502 3.876 0.315
C: 1.258 4.220 1.634
C: 0.260 4.153 2.799
O: -0.899 4.510 2.625
N: 0.716 3.962 4.089
N: -0.125 4.267 5.215
N: 1.068 0.574 -1.391
C: 1.305 0.916 -2.718
C: 0.320 0.625 -3.710
C: 0.659 0.601 -5.067
C: 2.010 0.949 -5.427
C: 2.874 1.286 -4.501
C: 2.582 1.397 -3.162
C: 0.437 -0.657 -1.043
O: 0.123 -1.489 -1.912
C: 0.161 -1.072 0.397
C: -0.486 -2.201 0.991
C: -1.283 -3.249 0.359
C: -0.917 -4.569 0.208
C: -1.828 -5.386 -0.469
C: -3.117 -5.040 -0.947
C: -3.473 -3.707 -0.724
C: -2.596 -2.879 0.014
H: -1.505 -4.197 2.803
H: -1.799 -2.943 3.877
H: -0.197 -3.741 3.740
H: -0.013 4.761 -0.128
H: -0.357 3.221 0.438
H: 2.119 3.610 1.736
H: 1.519 5.232 1.524
H: 1.571 3.410 4.061
H: -0.804 5.019 4.935
H: -0.700 3.491 5.391
H: -0.636 0.302 -3.490
H: -0.142 0.487 -5.765
H: 2.265 0.835 -6.509
H: 3.947 1.383 -4.798
H: 3.416 1.444 -2.500
H: 0.020 -4.984 0.617
H: -1.635 -6.446 -0.579
H: -3.722 -5.712 -1.609
H: -4.492 -3.197 -1.085
H: -2.867 -1.865 0.120

Force components x, y, z for each atom (eV/Å):
C -1.66 0.95 -0.93
C -0.42 0.35 -2.91
S 0.73 2.30 -0.22
C 1.59 1.91 1.94
N -0.41 -0.81 -0.29
C -0.61 -0.44 2.62
S 0.19 -2.11 -1.84
C -0.57 0.91 1.21
C -2.90 -0.96 0.46
C -0.75 1.37 0.94
O 0.16 -0.21 -0.36
N -0.27 0.16 -1.94
N 1.08 1.17 -0.83
N -0.53 0.13 2.22
C 0.83 0.24 -3.21
C 2.64 0.38 -0.75
C 1.71 1.72 1.47
C -4.36 -1.86 -3.60
C 3.92 1.18 0.98
C -2.14 -2.30 1.12
C -1.67 -3.77 -1.28
O 0.74 1.87 0.99
C 0.32 1.13 -2.39
C 0.15 -1.12 1.16
C -1.68 0.61 -0.54
C -0.43 -0.72 -0.51
C -0.96 -1.44 -0.01
C 0.85 1.05 -0.45
C -1.67 1.32 0.19
C 0.20 -1.17 -1.71
H 0.35 0.41 -0.92
H 0.56 0.30 0.43
H 1.76 -1.16 2.25
H 0.98 -0.38 0.10
H 0.35 -0.47 0.25
H 0.66 -0.52 0.30
H 0.72 1.43 0.27
H -0.26 0.39 1.57
H 1.29 -0.86 -0.14
H -0.89 -1.41 0.22
H -1.70 -0.47 0.93
H -0.05 -0.44 -0.57
H 0.05 0.26 1.13
H -0.96 0.29 0.30
H 0.23 0.43 0.71
H -0.48 0.35 -0.49
H 0.58 -0.03 -0.02
H 0.70 0.56 1.04
H 2.36 -1.51 0.80
H -0.29 0.99 0.31

Electronic energy = -54861.2893 eV
HOMO energy = -8.28 eV
Structure (SMILES) = Cc1sc2nc(SCCC(=O)NN)n(-c3ccccc3)c(=O)c2c1-c1ccccc1
Energy relative to the best compared isomer or geometry (same formula, charge and spin) = 512.9 kJ/mol